Here is a 11-piece molecular cluster, C40H72Cl2F6N12O4P overall in a non-equilibrium geometry from the OMol25 dataset. Energies are from ωB97M-V/def2-TZVPD.

Geometry (Å):
C -1.82 -1.60 4.80
C -2.51 -1.19 6.02
N -3.10 0.14 5.86
C -2.42 1.33 6.00
C -3.29 2.32 5.69
N -4.50 1.75 5.26
C -4.40 0.43 5.48
C -5.68 2.46 4.75
H -1.19 -2.47 5.02
H -1.17 -0.83 4.39
H -2.55 -1.92 4.05
H -1.79 -1.06 6.83
H -3.36 -1.81 6.30
H -1.36 1.29 6.22
H -3.17 3.39 5.64
H -5.18 -0.28 5.25
H -5.45 3.03 3.85
H -5.89 3.24 5.49
H -6.52 1.78 4.71
C 1.36 -6.20 1.37
C 2.31 -5.07 0.87
N 2.93 -5.40 -0.34
C 2.40 -5.09 -1.58
C 3.42 -5.29 -2.49
N 4.49 -5.89 -1.87
C 4.25 -5.85 -0.52
C 5.60 -6.49 -2.50
H 1.08 -6.21 2.42
H 1.86 -7.16 1.32
H 0.44 -6.23 0.77
H 3.04 -4.75 1.61
H 1.63 -4.22 0.77
H 1.46 -4.59 -1.73
H 3.49 -5.16 -3.56
H 4.93 -6.23 0.22
H 5.95 -5.86 -3.32
H 5.21 -7.43 -2.88
H 6.35 -6.60 -1.71
C 2.22 -6.53 -8.94
C 1.52 -6.94 -7.65
N 0.77 -5.87 -7.00
C -0.63 -5.71 -6.89
C -0.85 -4.52 -6.19
N 0.36 -4.00 -5.83
C 1.35 -4.83 -6.29
C 0.53 -2.80 -5.04
H 2.73 -7.40 -9.34
H 2.87 -5.65 -8.93
H 1.42 -6.35 -9.66
H 2.32 -7.25 -6.97
H 0.89 -7.80 -7.87
H -1.29 -6.48 -7.26
H -1.79 -4.06 -5.91
H 2.42 -4.72 -6.34
H 0.41 -3.08 -3.99
H -0.04 -1.99 -5.50
H 1.57 -2.50 -5.14
C 2.16 5.84 1.82
C 1.19 5.30 2.89
N 1.56 4.06 3.48
C 0.88 3.50 4.53
C 1.49 2.24 4.81
N 2.52 2.06 3.97
C 2.50 3.12 3.09
C 3.29 0.86 3.85
H 1.71 6.73 1.38
H 2.30 5.09 1.04
H 3.13 6.12 2.24
H 0.26 5.15 2.34
H 0.99 6.05 3.66
H 0.10 4.07 5.00
H 1.21 1.51 5.55
H 3.21 3.31 2.30
H 3.96 0.64 4.69
H 4.01 0.90 3.04
H 2.60 0.03 3.78
C 2.67 7.47 -2.25
C 1.92 6.66 -3.37
N 0.87 5.92 -2.73
C -0.38 6.32 -2.36
C -1.01 5.29 -1.63
N -0.09 4.23 -1.57
C 1.06 4.66 -2.25
C -0.30 3.02 -0.83
H 3.34 8.19 -2.70
H 3.24 6.95 -1.49
H 1.99 8.06 -1.63
H 2.60 5.99 -3.90
H 1.49 7.35 -4.10
H -0.66 7.33 -2.62
H -1.89 5.33 -1.01
H 1.98 4.10 -2.35
H -1.23 3.08 -0.26
H 0.60 2.86 -0.23
H -0.49 2.15 -1.46
C 0.94 -0.89 -1.47
C 0.73 -1.30 0.01
N 0.01 -0.40 0.85
C 0.48 0.71 1.51
C -0.61 1.41 2.15
N -1.74 0.67 1.79
C -1.33 -0.47 1.12
C -3.09 0.99 2.16
H 1.44 -1.72 -1.98
H 1.53 0.03 -1.40
H 0.04 -0.67 -2.03
H 1.70 -1.42 0.51
H 0.28 -2.29 0.03
H 1.49 1.08 1.42
H -0.76 2.22 2.84
H -1.96 -1.31 0.85
H -3.61 0.11 1.79
H -3.40 1.92 1.69
H -3.06 1.04 3.25
C -4.09 4.54 1.09
C -2.79 4.79 1.86
O -2.68 4.19 2.94
O -2.11 5.80 1.50
H -4.99 4.32 1.67
H -3.94 3.82 0.29
H -4.33 5.42 0.48
C 1.06 1.51 -3.99
C 1.42 2.66 -4.88
O 2.58 3.07 -4.80
O 0.53 3.18 -5.64
H 1.21 0.49 -4.36
H 0.08 1.59 -3.52
H 1.72 1.44 -3.13
Cl 3.58 2.28 -0.27
Cl -1.65 -4.28 -0.37
P -6.16 -2.58 3.33
F -7.28 -3.67 3.81
F -7.14 -1.92 2.19
F -6.87 -1.64 4.43
F -5.10 -1.43 2.94
F -5.15 -3.08 4.58
F -5.38 -3.55 2.33

HOMO-LUMO gap = 4.61 eV
LUMO = -3.26 eV
Strongest force on any atom = 0.0845 Eh/bohr
E_tot = -119352.97384 eV
E_HOMO = -7.863 eV
Total charge = +1

Here are the Löwdin charges for atoms 1 to 99, given in e: atom 1 (C): -0.071, atom 2 (C): -0.178, atom 3 (N): -0.045, atom 4 (C): -0.036, atom 5 (C): -0.017, atom 6 (N): -0.070, atom 7 (C): 0.040, atom 8 (C): 0.044, atom 9 (H): 0.092, atom 10 (H): 0.067, atom 11 (H): 0.086, atom 12 (H): 0.128, atom 13 (H): 0.138, atom 14 (H): 0.123, atom 15 (H): 0.131, atom 16 (H): 0.142, atom 17 (H): 0.092, atom 18 (H): 0.103, atom 19 (H): 0.113, atom 20 (C): -0.055, atom 21 (C): -0.196, atom 22 (N): -0.045, atom 23 (C): 0.031, atom 24 (C): -0.017, atom 25 (N): -0.128, atom 26 (C): 0.073, atom 27 (C): 0.009, atom 28 (H): 0.083, atom 29 (H): 0.069, atom 30 (H): 0.041, atom 31 (H): 0.132, atom 32 (H): 0.101, atom 33 (H): 0.114, atom 34 (H): 0.123, atom 35 (H): 0.166, atom 36 (H): 0.112, atom 37 (H): 0.115, atom 38 (H): 0.111, atom 39 (C): -0.065, atom 40 (C): -0.181, atom 41 (N): -0.048, atom 42 (C): 0.042, atom 43 (C): 0.014, atom 44 (N): -0.098, atom 45 (C): 0.023, atom 46 (C): 0.021, atom 47 (H): 0.087, atom 48 (H): 0.081, atom 49 (H): 0.083, atom 50 (H): 0.121, atom 51 (H): 0.134, atom 52 (H): 0.136, atom 53 (H): 0.149, atom 54 (H): 0.157, atom 55 (H): 0.098, atom 56 (H): 0.123, atom 57 (H): 0.102, atom 58 (C): -0.050, atom 59 (C): -0.164, atom 60 (N): -0.032, atom 61 (C): -0.009, atom 62 (C): -0.048, atom 63 (N): -0.093, atom 64 (C): 0.023, atom 65 (C): -0.010, atom 66 (H): 0.086, atom 67 (H): 0.050, atom 68 (H): 0.082, atom 69 (H): 0.109, atom 70 (H): 0.140, atom 71 (H): 0.138, atom 72 (H): 0.126, atom 73 (H): 0.082, atom 74 (H): 0.102, atom 75 (H): 0.103, atom 76 (H): 0.095, atom 77 (C): -0.058, atom 78 (C): -0.132, atom 79 (N): -0.066, atom 80 (C): -0.003, atom 81 (C): 0.032, atom 82 (N): -0.053, atom 83 (C): 0.043, atom 84 (C): -0.024, atom 85 (H): 0.073, atom 86 (H): 0.070, atom 87 (H): 0.067, atom 88 (H): 0.133, atom 89 (H): 0.132, atom 90 (H): 0.133, atom 91 (H): 0.105, atom 92 (H): 0.131, atom 93 (H): 0.089, atom 94 (H): 0.051, atom 95 (H): 0.082, atom 96 (C): -0.048, atom 97 (C): -0.208, atom 98 (N): -0.038, atom 99 (C): -0.029

Here is C40H72F30N9O24S10 as an isolated structure in a non-equilibrium geometry from the OMol25 dataset. Energies are from ωB97M-V/def2-TZVPD.

Geometry (Å):
C -4.07 -6.93 -1.00
C -4.12 -5.48 -1.46
C -5.46 -4.82 -0.99
N -5.88 -3.57 -1.74
C -4.81 -2.55 -1.29
C -4.89 -2.01 0.13
C -6.30 -1.61 0.59
C -7.34 -2.65 0.18
C -7.22 -3.08 -1.28
C -5.88 -3.78 -3.22
H -4.15 -7.10 0.07
H -3.06 -7.29 -1.15
H -4.79 -7.56 -1.53
H -3.97 -5.36 -2.53
H -3.25 -5.00 -1.02
H -5.43 -4.57 0.07
H -6.25 -5.55 -1.16
H -3.83 -2.97 -1.51
H -4.97 -1.84 -2.11
H -4.36 -2.70 0.79
H -4.26 -1.14 0.25
H -6.28 -1.67 1.68
H -6.60 -0.61 0.31
H -7.16 -3.54 0.80
H -8.37 -2.43 0.45
H -8.08 -3.66 -1.60
H -7.30 -2.14 -1.84
H -6.40 -2.92 -3.62
H -6.50 -4.66 -3.34
H -4.85 -3.86 -3.56
C 2.51 2.47 6.55
C 1.68 1.97 5.37
C 0.62 2.88 4.74
N -0.26 2.37 3.61
C -1.31 3.44 3.44
C -2.10 3.24 2.15
C -1.12 3.39 1.00
C -0.13 2.27 1.02
C 0.62 2.20 2.36
C -0.76 1.00 3.99
H 2.05 2.70 7.51
H 3.14 3.29 6.19
H 3.28 1.71 6.70
H 1.25 1.00 5.63
H 2.43 1.80 4.59
H 0.98 3.91 4.63
H -0.18 3.00 5.48
H -0.88 4.43 3.45
H -1.96 3.22 4.28
H -2.95 3.92 2.06
H -2.49 2.22 2.07
H -0.54 4.32 1.05
H -1.69 3.38 0.06
H 0.65 2.41 0.27
H -0.46 1.25 0.80
H 1.27 3.08 2.45
H 1.19 1.29 2.50
H -1.40 0.74 3.15
H -1.35 1.03 4.90
H 0.10 0.34 4.07
C -3.73 2.02 -0.32
O -3.94 3.05 -1.25
C -3.91 4.36 -0.78
C -3.70 5.31 -1.96
N -2.72 4.72 -2.94
H -1.81 5.16 -2.81
H -2.58 3.77 -2.55
C -3.14 4.71 -4.38
C -4.41 3.91 -4.61
O -4.16 2.64 -4.11
C -5.10 1.62 -4.38
H -4.66 1.81 0.24
H -2.88 2.27 0.32
H -3.52 1.00 -0.64
H -3.05 4.57 -0.11
H -4.73 4.57 -0.09
H -3.31 6.26 -1.61
H -4.58 5.57 -2.53
H -2.26 4.48 -4.98
H -3.37 5.75 -4.63
H -4.70 3.88 -5.67
H -5.25 4.45 -4.15
H -5.42 1.52 -5.43
H -6.01 1.73 -3.78
H -4.58 0.72 -4.07
C 3.34 2.23 -2.23
O 2.96 1.10 -1.44
C 3.23 -0.14 -2.06
C 2.95 -1.22 -1.03
N 1.62 -1.01 -0.45
H 1.54 -0.02 -0.20
H 0.90 -1.17 -1.19
C 1.47 -1.75 0.84
C 0.05 -1.68 1.30
O -0.32 -0.28 1.49
C -1.64 -0.12 1.95
H 3.15 3.08 -1.58
H 2.66 2.30 -3.09
H 4.39 2.19 -2.49
H 4.19 -0.30 -2.54
H 2.50 -0.32 -2.87
H 3.72 -1.12 -0.27
H 3.07 -2.23 -1.43
H 2.23 -1.33 1.50
H 1.75 -2.78 0.65
H -0.09 -2.16 2.27
H -0.61 -2.12 0.55
H -2.13 0.70 1.40
H -1.56 0.21 2.99
H -2.23 -1.03 1.91
C 5.72 4.89 -3.70
F 4.77 4.07 -4.14
F 5.24 5.40 -2.57
F 6.88 4.31 -3.50
S 6.01 6.21 -4.99
O 6.19 5.55 -6.26
O 4.82 7.03 -4.96
N 7.32 7.06 -4.41
S 8.31 7.08 -5.62
O 9.06 5.86 -5.82
O 7.87 7.79 -6.80
C 9.57 8.24 -4.78
F 9.84 7.88 -3.52
F 10.68 8.36 -5.53
F 8.99 9.47 -4.73
C 3.68 -5.99 -3.02
F 4.12 -7.19 -3.36
F 4.25 -5.01 -3.73
F 2.36 -5.93 -3.19
S 4.05 -5.72 -1.19
O 3.11 -4.71 -0.73
O 3.88 -7.05 -0.64
N 5.69 -5.46 -1.26
S 5.98 -4.19 -0.40
O 5.34 -2.99 -0.89
O 5.80 -4.53 0.98
C 7.81 -3.89 -0.61
F 8.18 -2.94 0.23
F 8.55 -4.98 -0.38
F 8.05 -3.50 -1.87
C -2.76 -4.11 4.23
F -2.95 -5.42 4.26
F -2.64 -3.83 2.91
F -3.81 -3.46 4.71
S -1.10 -3.50 5.00
O -0.32 -4.69 5.18
O -0.63 -2.54 4.04
N -1.68 -2.89 6.40
S -0.50 -2.49 7.31
O -0.38 -3.31 8.49
O 0.75 -2.13 6.66
C -1.10 -0.81 8.10
F -0.13 -0.30 8.84
F -1.46 0.07 7.15
F -2.16 -1.08 8.86
C -0.86 1.11 -2.52
F 0.29 1.00 -3.15
F -0.71 1.25 -1.21
F -1.54 2.15 -3.02
S -1.83 -0.49 -2.87
O -3.10 -0.57 -2.18
O -1.95 -0.49 -4.32
N -0.68 -1.56 -2.27
S -0.99 -3.01 -2.89
O -1.12 -3.98 -1.82
O -2.09 -3.19 -3.84
C 0.57 -3.29 -3.99
F 1.67 -3.48 -3.31
F 0.32 -4.36 -4.72
F 0.67 -2.21 -4.74
C 3.02 -2.06 4.27
F 3.27 -1.87 5.57
F 2.47 -3.25 4.13
F 2.15 -1.10 3.92
S 4.60 -1.98 3.25
O 5.54 -2.76 3.99
O 4.25 -2.48 1.95
N 5.00 -0.32 3.37
S 4.76 0.25 1.94
O 5.67 -0.13 0.89
O 3.35 0.13 1.55
C 4.96 2.18 2.22
F 3.97 2.69 2.98
F 6.11 2.34 2.86
F 4.97 2.78 1.04

HOMO-LUMO gap = 5.45 eV
Energy above the lowest of the compared OMol25 structures with the same formula, charge and spin = 397.4 kJ/mol
LUMO = -0.56 eV
Strongest force on any atom = 0.3833 Eh/bohr
E_tot = -295056.77523 eV
E_HOMO = -6.011 eV
Total charge = -1

Here are the Löwdin charges for atoms 1 to 99, given in e: atom 1 (C): -0.092, atom 2 (C): -0.212, atom 3 (C): -0.106, atom 4 (N): -0.270, atom 5 (C): -0.100, atom 6 (C): -0.139, atom 7 (C): -0.166, atom 8 (C): -0.166, atom 9 (C): -0.124, atom 10 (C): 0.047, atom 11 (H): 0.085, atom 12 (H): 0.090, atom 13 (H): 0.077, atom 14 (H): 0.105, atom 15 (H): 0.096, atom 16 (H): 0.122, atom 17 (H): 0.133, atom 18 (H): 0.108, atom 19 (H): 0.115, atom 20 (H): 0.119, atom 21 (H): 0.096, atom 22 (H): 0.118, atom 23 (H): 0.112, atom 24 (H): 0.115, atom 25 (H): 0.124, atom 26 (H): 0.140, atom 27 (H): 0.132, atom 28 (H): 0.107, atom 29 (H): 0.118, atom 30 (H): 0.100, atom 31 (C): -0.075, atom 32 (C): -0.217, atom 33 (C): -0.122, atom 34 (N): -0.214, atom 35 (C): -0.082, atom 36 (C): -0.154, atom 37 (C): -0.202, atom 38 (C): -0.171, atom 39 (C): -0.041, atom 40 (C): 0.049, atom 41 (H): 0.075, atom 42 (H): 0.078, atom 43 (H): 0.089, atom 44 (H): 0.104, atom 45 (H): 0.098, atom 46 (H): 0.137, atom 47 (H): 0.127, atom 48 (H): 0.141, atom 49 (H): 0.139, atom 50 (H): 0.120, atom 51 (H): 0.089, atom 52 (H): 0.135, atom 53 (H): 0.065, atom 54 (H): 0.131, atom 55 (H): 0.064, atom 56 (H): 0.136, atom 57 (H): 0.123, atom 58 (H): -0.051, atom 59 (H): 0.133, atom 60 (H): 0.122, atom 61 (C): -0.077, atom 62 (O): -0.170, atom 63 (C): -0.199, atom 64 (C): -0.060, atom 65 (N): 0.069, atom 66 (H): 0.191, atom 67 (H): 0.127, atom 68 (C): -0.069, atom 69 (C): -0.213, atom 70 (O): -0.192, atom 71 (C): -0.061, atom 72 (H): 0.111, atom 73 (H): 0.031, atom 74 (H): 0.067, atom 75 (H): 0.101, atom 76 (H): 0.146, atom 77 (H): 0.140, atom 78 (H): 0.121, atom 79 (H): 0.146, atom 80 (H): 0.138, atom 81 (H): 0.141, atom 82 (H): 0.123, atom 83 (H): 0.097, atom 84 (H): 0.092, atom 85 (H): 0.076, atom 86 (C): -0.077, atom 87 (O): -0.205, atom 88 (C): -0.189, atom 89 (C): -0.126, atom 90 (N): 0.080, atom 91 (H): 0.136, atom 92 (H): 0.110, atom 93 (C): -0.081, atom 94 (C): -0.114, atom 95 (O): -0.196, atom 96 (C): -0.081, atom 97 (H): 0.087, atom 98 (H): 0.082, atom 99 (H): 0.093